(1)
Formula: C29H24Cl4N3O2OsPSi
Source: OMol25
Level of theory: ωB97M-V/def2-TZVPD

Geometry as XYZ:
```
65
Properties=species:S:1:pos:R:3:mulliken_spin:R:1
Os 0.9901 0.0661 -0.9000 2.4873
Cl 0.5308 3.8170 4.6268 -0.0102
C 1.0661 2.5977 3.5738 -0.1019
C 1.5931 2.8744 2.2520 0.2281
C 1.9781 1.8872 1.3737 -0.0351
C 1.8191 0.5024 1.8312 0.2653
O 1.7304 -0.4606 0.9105 0.1144
C 1.6212 0.2320 3.2318 -0.0972
C 2.1134 -0.8142 3.9927 0.4806
O 2.3486 -2.1412 3.6499 0.0503
C 1.1445 1.3040 4.0518 0.1868
H 1.5684 3.9400 1.9316 0.0120
H 2.3012 2.1180 0.3651 -0.0560
H 1.9874 -0.6400 5.0657 0.0190
H 0.6902 1.0642 5.0461 0.0061
N -1.5798 0.4035 -2.3232 0.0383
P -1.1407 0.9295 -0.6075 0.2739
C -1.7628 2.6958 -0.7027 -0.0430
C -0.9526 3.8351 -0.6743 0.0260
C -1.5001 5.0953 -0.9024 0.0137
C -2.8932 5.1905 -1.1302 0.0009
C -3.6724 4.0947 -1.0806 0.0019
C -3.1426 2.8056 -0.8788 0.0009
C -2.2727 -0.0449 0.5849 0.0201
C -2.7168 -1.3008 0.0944 -0.0052
C -3.2006 -2.2581 0.9438 -0.0039
C -3.4051 -1.9801 2.3032 0.0049
C -3.1567 -0.6919 2.7363 -0.0055
C -2.4547 0.1814 1.9124 0.0136
C -0.6162 0.2029 -3.2764 0.0784
C -0.8663 -0.0512 -4.6256 -0.0208
C 0.1378 -0.1876 -5.5247 0.0386
C 1.5137 0.0238 -5.0904 0.0021
C 1.7640 0.2806 -3.7702 -0.0018
N 0.7141 0.2484 -2.8511 -0.0293
H -2.5268 0.5819 -2.7286 -0.0015
H 0.1188 3.6453 -0.6047 -0.0178
H -0.8314 5.9515 -0.9074 0.0000
H -3.3167 6.1923 -1.3817 0.0001
H -4.7788 4.2058 -1.3493 0.0003
H -3.7108 1.9290 -0.7105 0.0020
H -2.7097 -1.5223 -0.9673 0.0006
H -3.5111 -3.2296 0.5452 -0.0002
H -3.7512 -2.7534 3.0378 0.0001
H -3.3547 -0.3228 3.7359 -0.0002
H -2.1219 1.1564 2.3259 0.0028
H -1.9149 0.1328 -4.9755 0.0019
H -0.1012 -0.3769 -6.5401 0.0006
H 2.3041 -0.0368 -5.8387 0.0017
H 2.8147 0.4334 -3.3760 -0.0014
C 2.0452 -4.6971 -1.0779 0.0072
C 2.3001 -3.8437 -2.1772 -0.0003
C 2.0049 -2.4995 -2.1023 0.0145
N 1.2043 -2.0636 -1.0905 0.0318
C 0.8104 -2.9266 -0.0563 0.0006
C 1.2509 -4.2588 -0.0458 0.0004
H 2.3204 -5.7552 -1.1560 0.0002
H 2.7306 -4.2301 -3.0789 0.0009
H 2.3978 -1.7752 -2.8290 -0.0133
H 0.2053 -2.4833 0.6578 0.0101
H 1.0433 -4.8531 0.8642 0.0011
Cl 3.2004 -4.7882 4.0351 -0.0010
Si 3.7769 -2.8966 3.8983 0.0021
Cl 4.8918 -2.1697 5.5047 0.0013
Cl 4.9307 -2.5652 2.2493 0.0020
```

Charge   +2
Frontier orbital gap (spin up / spin down)   0.173 / 0.184 Eh
HOMO energy (spin up / spin down)   -11.7 / -13.3 eV
Energy above the lowest of the compared OMol25 structures with the same formula, charge and spin   36.8 kcal per mole
Spin multiplicity   5

(2)
Formula: C29H24IPPd
Source: OMol25
Level of theory: ωB97M-V/def2-TZVPD

Geometry as XYZ:
```
56
Properties=species:S:1:pos:R:3:mulliken_charge:R:1
Pd -0.9982 0.9870 0.1593 -0.7882
C 3.1593 4.0884 0.6809 -1.3976
C 1.8488 3.8974 1.3636 1.0068
C 1.8107 3.1735 2.5282 -0.4351
C 0.6049 2.7234 3.0953 -0.7201
C -0.6082 3.0136 2.4342 -0.5300
C -0.5533 3.7942 1.2795 -0.5405
C 0.6136 4.2672 0.7356 -0.3583
H 3.9605 3.9345 1.3520 0.4476
H 3.2238 5.1478 0.3666 0.3485
H 3.2038 3.4711 -0.2190 0.2142
H 2.7696 2.7545 2.8577 0.2390
H 0.5962 2.2191 4.0359 0.4346
H -1.5479 2.5526 2.7471 0.4851
H -1.5346 4.0214 0.8043 0.4157
H 0.5878 4.8702 -0.1902 0.3827
I -2.4008 1.9740 -1.7845 -0.4286
C -2.6415 0.0254 0.7029 -0.1462
C -3.6973 0.5252 1.4611 -0.2904
C -4.7863 -0.2750 1.8091 -0.5694
C -4.8373 -1.5583 1.3417 -0.5174
C -3.8912 -2.0788 0.4868 0.1026
C -3.9555 -3.4319 -0.1140 -0.7418
C -2.8139 -4.0311 -0.5745 -0.9435
C -1.6087 -3.3472 -0.4948 0.2415
C -1.4662 -2.0293 -0.1279 0.0959
P -0.0870 -0.9635 -0.2570 1.2984
C 1.5042 -1.5652 0.4280 0.5632
C 2.0663 -1.0074 1.5555 -0.2000
C 3.4369 -1.0704 1.8148 -0.5886
C 4.2898 -1.7755 0.9623 -0.3227
C 3.7266 -2.4905 -0.0931 -0.7148
C 2.3406 -2.4821 -0.2537 -0.3445
C 0.3792 -0.9067 -2.0108 0.7965
C -0.0475 -1.7982 -2.9746 -0.3379
C 0.1293 -1.4662 -4.2956 -0.6354
C 0.7731 -0.3043 -4.6530 -0.4634
C 1.2765 0.5679 -3.7104 -0.7305
C 1.0381 0.2608 -2.3678 -0.5362
C -2.6616 -1.3381 0.2441 0.7055
H -3.6245 1.5777 1.8387 0.3147
H -5.6264 0.0362 2.4486 0.3663
H -5.6085 -2.2279 1.6669 0.4239
H -4.9459 -3.8670 -0.3473 0.3418
H -2.8719 -5.0425 -0.9473 0.4212
H -0.6750 -3.8470 -0.8236 0.4006
H 1.4103 -0.3363 2.1653 0.2597
H 3.8197 -0.4412 2.6502 0.3069
H 5.3725 -1.7469 1.0921 0.3920
H 4.3879 -2.9627 -0.8304 0.3476
H 1.9788 -3.1343 -1.0665 0.2126
H -0.4294 -2.7479 -2.6824 0.3425
H -0.3084 -2.0568 -5.0700 0.4125
H 0.8052 -0.0099 -5.7171 0.3161
H 1.8227 1.4826 -3.9424 0.3977
H 1.2905 0.9747 -1.5604 0.2472
```

Charge   0
Frontier orbital gap   0.244 Eh
HOMO energy   -7.3 eV
Spin multiplicity   1

(3)
Formula: C29H24MnN9OS
Source: OMol25
Level of theory: ωB97M-V/def2-TZVPD

Geometry as XYZ:
```
65
Properties=species:S:1:pos:R:3:mulliken_spin:R:1
Mn -0.3184 -0.1380 0.2259 1.1200
N -3.2238 1.0336 -2.7176 0.0061
C -2.4453 0.3106 -1.9084 0.0129
N -1.6913 0.8123 -0.9807 -0.0269
C -1.6727 2.1922 -0.7741 0.0063
N -0.9546 2.7101 0.1691 -0.0091
N -0.2922 1.7150 0.8586 -0.0206
C 0.5197 2.0508 1.7977 -0.0445
C 1.1777 0.9256 2.4481 -0.0098
C 2.1057 1.0648 3.4684 -0.0080
C 2.6223 -0.0831 4.0515 -0.0040
C 2.1942 -1.3207 3.6007 -0.0062
C 1.2938 -1.3740 2.5472 0.0041
N 0.8086 -0.2819 1.9656 -0.0127
C -2.4855 3.0358 -1.6420 -0.0023
C -2.5093 4.4298 -1.5256 -0.0003
C -3.2972 5.1789 -2.3696 0.0007
C -4.0756 4.5502 -3.3456 -0.0003
C -4.0661 3.1787 -3.4778 0.0000
C -3.2666 2.4259 -2.6212 -0.0008
H -3.7750 0.5660 -3.4199 -0.0010
H -2.4444 -0.7647 -2.0465 -0.0023
H 0.7324 3.0859 2.0423 -0.0020
H 2.3981 2.0493 3.8060 0.0000
H 3.3422 -0.0094 4.8554 -0.0001
H 2.5615 -2.2371 4.0396 -0.0003
H 0.9525 -2.3180 2.1434 -0.0041
H -1.9010 4.8943 -0.7629 0.0000
H -3.3164 6.2557 -2.2784 0.0001
H -4.6932 5.1433 -4.0060 0.0000
H -4.6678 2.6894 -4.2333 0.0001
O -0.7285 -4.0925 -0.4977 0.0244
C -0.8399 -2.9152 -0.1675 0.0081
N -0.1700 -1.8560 -0.6260 -0.0011
C 0.8002 -2.0627 -1.6712 0.0018
C 1.5690 -0.7899 -1.8731 0.0023
C 2.5837 -0.7096 -2.8200 -0.0022
C 3.2802 0.4692 -2.9749 0.0015
C 2.9392 1.5550 -2.1765 0.0006
C 1.9191 1.4040 -1.2640 0.0098
N 1.2372 0.2593 -1.1038 -0.0209
C -1.8293 -2.4783 0.8890 -0.0012
C -2.7148 -3.3655 1.4738 0.0024
C -3.6041 -2.8878 2.4225 -0.0031
C -3.5713 -1.5416 2.7563 0.0026
C -2.6489 -0.7216 2.1307 -0.0087
N -1.7938 -1.1736 1.2113 -0.0171
H 0.3238 -2.3608 -2.6144 0.0013
H 1.5017 -2.8664 -1.4320 0.0032
H 2.8185 -1.5833 -3.4133 0.0002
H 4.0762 0.5471 -3.7033 0.0000
H 3.4498 2.5035 -2.2603 0.0002
H 1.6247 2.2335 -0.6352 -0.0001
H -2.6797 -4.4016 1.1675 0.0003
H -4.3126 -3.5532 2.8975 -0.0002
H -4.2445 -1.1283 3.4935 0.0002
H -2.5779 0.3329 2.3695 0.0003
S 4.3755 -3.9919 1.7545 -0.0001
C 5.2009 -2.4966 1.6809 0.0004
C 4.5266 -1.6438 0.8669 -0.0001
N 3.3818 -2.1435 0.3030 0.0000
C 3.1934 -3.3725 0.6825 0.0002
H 6.1202 -2.3278 2.2152 0.0000
H 4.8287 -0.6321 0.6392 -0.0001
H 2.3530 -3.9793 0.3695 0.0002
```

Charge   +1
Frontier orbital gap (spin up / spin down)   0.261 / 0.237 Eh
HOMO energy (spin up / spin down)   -10.3 / -9.7 eV
Energy above the lowest of the compared OMol25 structures with the same formula, charge and spin   2.7 kcal per mole
Spin multiplicity   2

Number 1: energy -3996.04447 Ha. Number 2: energy -1886.37224 Ha. Number 3: energy -3236.65080 Ha.